Here is one molecule with the formula H3N3O3S at a distorted geometry from OMol25. Energies are from wB97M-V/def2-TZVPD.

Geometry (Å):
N 2.206 -0.243 0.528
N -1.692 -0.153 -0.321
N -0.442 -0.754 0.065
O 2.114 -1.359 0.101
O 0.230 1.527 1.143
O 0.848 1.085 -1.219
S 0.716 0.592 0.117
H -1.784 0.841 0.039
H -1.634 -0.263 -1.423
H -0.562 -1.274 0.969

HOMO-LUMO gap, eV: 8.267
F_max, hartree/bohr: 0.0939

***

Here is a 7-piece molecular cluster, C4H19NO6 overall at a distorted geometry from OMol25. Energies are from wB97M-V/def2-TZVPD.

Geometry (Å):
N -2.735 0.171 1.447
C -2.308 -0.624 0.307
C -3.032 -0.562 -0.808
C -0.993 -2.667 0.527
C -1.105 -1.339 0.557
H -3.702 0.369 1.667
H -2.009 0.540 2.067
H -2.951 -1.450 -1.463
H -3.883 0.057 -1.062
H -0.101 -3.270 0.772
H -1.809 -3.306 0.256
H -0.194 -0.786 0.810
H 2.754 -0.297 -1.135
H 4.178 -1.022 -0.984
O 3.678 -0.263 -0.763
H -1.282 1.094 -2.219
H -0.574 1.337 -3.519
O -0.562 0.768 -2.727
H 0.326 2.897 -0.375
H 1.482 2.361 0.482
O 0.774 3.037 0.450
H 0.908 -0.442 -2.400
H 0.473 -0.980 -1.131
O 1.331 -0.890 -1.615
H 0.487 0.748 3.398
H 0.849 0.742 1.971
O 0.049 0.796 2.547
H 3.700 1.596 0.750
H 3.195 0.256 0.876
O 3.057 1.130 1.317

HOMO-LUMO gap, eV: 8.605
F_max, hartree/bohr: 0.1015

***

Here is a 2-piece molecular cluster, C3H11N3O overall at a distorted geometry from OMol25. Energies are from wB97M-V/def2-TZVPD.

Geometry (Å):
C 2.248 -0.192 -1.335
C 0.950 0.402 -0.933
N -0.003 -0.601 -0.368
C -1.177 -1.009 -0.963
N -1.432 -0.598 -2.234
N -1.973 -1.655 -0.176
H 2.989 0.175 -0.415
H 2.342 -1.225 -1.481
H 2.528 0.191 -2.243
H 0.422 0.861 -1.813
H 1.099 1.259 -0.169
H 0.013 -0.789 0.682
H -0.633 -0.047 -2.678
H -2.321 -0.739 -2.764
H -2.907 -2.001 -0.532
H -0.108 1.707 6.267
H -1.296 2.435 5.789
O -0.741 1.827 5.367

HOMO-LUMO gap, eV: 8.898
F_max, hartree/bohr: 0.1099

***

Number 1: calculated total energy -789.7988 Eh. Number 2: calculated total energy -669.9361 Eh. Number 3: calculated total energy -360.3448 Eh.